The following is a quantum chemistry calculation of one molecule with the formula C4H6N4 at a distorted geometry, from the OMol25 dataset.

Cartesian coordinates (Å):
C 0.925 -0.256 0.354
C 0.478 1.086 0.070
C -2.765 -0.309 -0.047
C -0.622 -0.704 -0.112
H 2.984 -0.297 -0.090
H 2.384 -1.578 -0.326
H 1.063 -0.403 1.406
H 0.660 1.567 1.083
H 1.337 1.474 -0.736
H -3.861 -0.450 -0.423
N 2.157 -0.413 -0.606
N -0.780 0.677 -0.231
N -2.230 0.916 -0.313
N -1.730 -1.310 -0.029

## Properties
E_HOMO ... -9.86 eV
Gap between HOMO and LUMO ... 10.417 eV
Charge ... 0
Relative energy (zero: lowest compared OMol25 entry of this formula, charge and spin) ... 591.6 kJ/mol
SMILES ... N[C@H]1Cn2ncnc21


The following is a quantum chemistry calculation of one molecule with the formula C4H6N4 at a distorted geometry, from the OMol25 dataset.

Cartesian coordinates (Å):
C -0.660 0.372 0.346
C 0.574 1.453 -1.093
C 1.516 0.384 -1.110
C 0.178 -0.782 0.221
H -2.454 0.970 1.021
H -2.216 -0.662 1.098
H 0.785 2.300 -1.736
H 2.426 0.430 -1.742
H 0.319 -2.702 0.572
H -0.397 -1.758 1.873
N -1.766 0.248 1.203
N -0.510 1.431 -0.390
N 1.317 -0.779 -0.468
N -0.199 -1.920 0.903

## Properties
E_HOMO ... -8.13 eV
Gap between HOMO and LUMO ... 9.132 eV
Charge ... 0
Relative energy (zero: lowest compared OMol25 entry of this formula, charge and spin) ... 11.0 kJ/mol
SMILES ... Nc1nccnc1N


The following is a quantum chemistry calculation of one molecule with the formula C4H6N4 at a distorted geometry, from the OMol25 dataset.

Cartesian coordinates (Å):
C 2.096 1.249 -0.238
C -0.089 -0.117 0.239
C -1.537 -1.310 -0.824
C -2.048 -0.975 0.442
H 2.936 0.490 -1.776
H 2.789 1.968 0.267
H 0.467 1.777 1.043
H -2.237 -2.065 -1.429
H -2.910 -1.201 0.953
H -1.167 -0.214 2.079
N 2.168 0.322 -1.168
N 0.966 0.890 0.540
N -0.163 -0.743 -0.969
N -1.272 -0.071 0.842

## Properties
E_HOMO ... -7.99 eV
Gap between HOMO and LUMO ... 8.507 eV
Charge ... 0
Relative energy (zero: lowest compared OMol25 entry of this formula, charge and spin) ... 471.6 kJ/mol
SMILES ... [H]/N=C/Nc1ncc[nH]1


The following is a quantum chemistry calculation of one molecule with the formula C4H6N4 at a distorted geometry, from the OMol25 dataset.

Cartesian coordinates (Å):
C -0.410 1.869 0.440
N 0.050 0.546 0.103
C -0.793 -0.519 0.139
N -0.113 -1.731 0.015
N -0.211 -2.508 -0.942
N -1.986 -0.428 0.570
C 1.334 0.313 -0.253
C 2.471 0.249 -0.642
H 0.262 -3.399 -0.709
H -2.503 -1.298 0.583
H -1.479 1.937 0.223
H -0.260 2.061 1.509
H 0.148 2.604 -0.143
H 3.490 0.306 -0.893

## Properties
E_HOMO ... -8.77 eV
Gap between HOMO and LUMO ... 8.994 eV
Charge ... 0
Relative energy (zero: lowest compared OMol25 entry of this formula, charge and spin) ... 427.2 kJ/mol
SMILES ... [H]/N=C(\N=N\[H])N(C)C#C